A gas-phase ion, C29H33N4O5S2 (charge +1) in a non-equilibrium geometry. Source: OMol25; level of theory: the ωB97M-V functional and the def2-TZVPD basis.

Geometry as XYZ:
```
73
C29H33N4O5S2, DFT the ωB97M-V functional and the def2-TZVPD basis
C 3.1336 -3.9323 4.7832
C 1.7629 -3.4067 4.3719
N 1.5621 -3.3490 2.9336
C 1.6281 -4.6104 2.2093
C 0.9356 -4.4540 0.8851
C 1.6286 -4.6056 -0.3071
C 0.9848 -4.4178 -1.5185
C -0.3555 -4.0736 -1.5489
C -1.0561 -3.9316 -0.3627
C -0.4148 -4.1249 0.8465
S 2.4070 -2.1347 2.1544
O 3.5254 -2.6398 1.4132
O 2.6193 -1.0582 3.0764
C 1.1928 -1.5173 0.9762
C 1.5160 -1.4090 -0.3609
C 0.6131 -0.8295 -1.2339
C -0.5902 -0.3252 -0.7497
C -1.5048 0.3575 -1.6783
O -1.7810 -0.0931 -2.7967
N -2.0514 1.5331 -1.2564
C -3.1951 2.1018 -1.9489
C -2.8210 3.2615 -2.8807
C -1.6979 2.9394 -3.8666
N -1.9148 1.7063 -4.6566
C -0.7353 1.4059 -5.4804
C -3.1224 1.7584 -5.4879
C -1.4629 2.2589 -0.2317
N -0.1927 2.3248 -0.0760
C 0.1503 3.0267 1.0369
C 1.4647 3.2295 1.4790
C 1.6021 3.9597 2.6271
C 0.4971 4.4884 3.3308
C -0.7986 4.3082 2.9167
C -0.9465 3.5579 1.7530
S -2.4324 3.1194 0.9691
O 0.9410 5.1585 4.4200
C 2.3508 5.0366 4.4177
O 2.7423 4.3059 3.2741
C -0.9170 -0.4663 0.6009
C -0.0199 -1.0620 1.4621
H 3.9070 -3.3353 4.3051
H 3.2599 -4.9728 4.4932
H 3.2480 -3.8577 5.8612
H 0.9646 -4.0249 4.7935
H 1.6441 -2.3820 4.7269
H 2.6686 -4.9146 2.0497
H 1.1204 -5.3661 2.8150
H 2.6769 -4.8608 -0.2840
H 1.5317 -4.5420 -2.4412
H -0.8571 -3.9247 -2.4935
H -2.1055 -3.6764 -0.3816
H -0.9582 -4.0190 1.7738
H 2.4726 -1.7771 -0.6944
H 0.8468 -0.7366 -2.2832
H -3.8950 2.4721 -1.1950
H -3.6816 1.2886 -2.4930
H -3.7212 3.5875 -3.4015
H -2.4772 4.1021 -2.2756
H -1.5733 3.7805 -4.5539
H -0.7659 2.8107 -3.3099
H -1.9970 0.8959 -3.9332
H -0.8772 0.4565 -5.9922
H -0.5786 2.1897 -6.2212
H 0.1495 1.3292 -4.8523
H -3.2201 0.8303 -6.0472
H -4.0101 1.8817 -4.8737
H -3.0593 2.5882 -6.1920
H 2.3010 2.8135 0.9476
H -1.6357 4.7110 3.4593
H 2.6764 4.5074 5.3262
H 2.8064 6.0375 4.3925
H -1.8715 -0.1175 0.9672
H -0.2364 -1.1716 2.5122
```

Values from the calculation:
Total charge ... +1
SMILES ... CCN(Cc1ccccc1)S(=O)(=O)c1ccc(C(=O)N(CCC[NH+](C)C)c2nc3cc4c(cc3s2)OCO4)cc1
Multiplicity ... 1
Energy ... -2516.2732 Eh
Highest occupied orbital energy ... -10.16 eV